(1)
120
Properties=species:S:1:pos:R:3:forces:R:3 method="wB97M-V/def2-TZVPD" spin_multiplicity=1 smiles=COCCNCCOC.COCCNCCOC.COCCNCCOC.OCCO.OCCO.OCCO.CCO.CCO
H 0.22337 -3.76744 2.09065 -0.17 1.28 0.37
H 4.13010 0.80489 3.71280 0.43 0.25 0.25
H 3.24847 3.15663 2.77819 -0.96 0.54 1.30
H 1.95316 -2.00313 -1.60917 0.36 0.45 -0.27
H -3.98840 0.89015 -0.33648 -0.18 0.57 0.27
H -2.17057 -6.03553 0.26852 0.44 0.68 -0.55
H 1.18426 -6.48659 -5.66156 -0.47 0.00 0.75
H -2.86810 3.77539 -0.46991 0.88 0.73 1.53
H -3.25293 0.98494 2.34011 -0.26 -0.74 0.23
H -0.68844 -5.76191 -0.71218 -0.17 0.47 0.18
H -0.85555 5.41693 1.15785 0.85 0.15 0.22
H 0.45822 -4.52821 -2.34563 -0.46 -0.49 0.30
C -1.01439 -6.97732 -3.95023 0.08 1.14 -1.74
H -3.95858 -0.58410 4.53161 0.72 0.07 0.49
N -3.68280 -4.05110 -0.78630 0.95 -0.96 -0.30
C -3.84337 -1.84638 -2.08556 -1.08 -0.30 2.28
H 0.56876 5.17875 -3.07733 -1.00 0.12 0.23
H 1.22908 -0.88884 1.36762 -0.19 0.02 0.43
H -4.86504 0.76581 2.97724 0.27 -0.69 0.13
H -0.34085 -1.32608 0.76825 -0.06 0.03 -0.33
O -1.30969 2.25791 5.84589 0.50 0.60 0.74
O 1.46026 6.60918 -4.31957 0.89 -0.32 -0.14
H 0.37102 0.25447 6.71718 -0.07 -0.04 -0.86
C 3.09932 5.03477 1.32013 0.72 0.64 -0.18
C 1.51234 5.64137 -3.28997 0.55 0.42 -0.08
H 2.82829 -2.81967 0.98638 0.13 -0.15 -0.31
C -2.41446 4.19926 0.52363 -1.23 -1.45 -2.25
H -1.34968 5.81607 -0.48649 -0.13 0.19 -0.25
H 1.38494 7.06641 -1.72924 -0.37 0.32 -0.03
H 3.27950 -0.73925 2.29802 0.10 0.84 0.03
H -1.04104 1.05454 0.66981 0.44 -0.13 0.07
H -0.49608 6.44184 -4.81586 0.05 0.84 0.23
H 1.94951 6.67607 0.67471 -0.79 0.35 0.13
C 3.74110 0.46062 0.60150 -0.07 0.10 -0.12
H 3.91750 4.37686 0.89272 -0.68 0.30 0.68
C 3.40629 -3.18203 0.10675 0.03 1.35 0.36
O -0.38746 -0.70031 2.71667 0.42 -0.02 -1.05
H -4.59016 -3.78294 -2.60106 -0.11 0.53 0.50
H 0.62644 2.52726 5.31686 -0.15 -1.09 1.10
C -0.15741 1.73106 5.22053 0.10 1.56 -1.47
O 1.98570 4.32087 1.76587 -0.41 0.55 -1.16
H 1.43304 -6.50256 -3.86776 0.68 -0.67 0.42
H 2.97789 6.90707 -2.34370 0.24 -0.38 0.04
O 2.59332 -3.76929 -0.84706 0.17 -1.81 -0.26
O -3.25562 -0.04588 4.12980 -1.40 0.02 -0.66
H 1.06022 -0.51768 4.08829 0.09 0.24 0.33
C 1.00508 -3.64292 -2.61913 0.46 0.35 -0.04
H -1.32693 -0.90119 2.52096 0.32 -0.04 0.37
O 4.45287 0.93833 2.81377 -0.40 -0.33 0.21
C 0.17441 -0.58645 1.37779 -0.13 -0.31 0.68
C -3.93139 0.39226 -1.28804 -0.12 -0.52 0.06
C 2.71306 6.04507 0.26786 0.94 -0.07 -0.21
C 0.02555 0.81313 0.85131 -1.02 0.46 0.17
C 2.09568 6.31419 -2.05384 -0.51 0.64 -0.36
H 0.66788 -5.02345 1.10615 0.64 -0.86 -0.82
O 1.40784 -0.11578 4.90901 -1.37 0.18 0.38
N 2.08194 -3.97940 -3.55822 -1.57 1.32 -0.66
H 5.67664 0.38545 0.39250 0.00 -0.14 0.15
C -3.89851 0.22930 2.85186 0.99 0.78 -0.05
H -2.90771 -1.99265 -2.52821 1.56 0.04 -0.90
C -3.98997 -1.05523 2.02992 -0.79 -0.35 0.43
H 1.44215 2.99621 3.18674 1.07 0.75 -0.01
H 4.11645 -3.92108 0.45962 0.17 -0.02 -0.09
H -4.52099 -1.32932 -2.71485 -0.65 0.08 -1.21
H -2.81891 -1.31893 0.50029 0.04 -0.10 0.78
H -2.52428 -5.14956 -2.16717 -0.31 -0.25 0.17
C -4.42960 -3.19859 -1.65789 0.11 -0.53 -1.33
C 2.28219 3.72751 2.98570 -0.14 -2.10 -0.27
O -3.72534 -0.97117 -0.94071 0.43 -0.39 -0.62
H 0.82925 -2.80467 -0.59669 -0.80 -0.17 0.37
H 0.38515 1.56241 1.55736 0.07 -0.09 0.10
H 2.89039 -4.34506 -3.12992 0.69 -0.56 0.64
H 3.91443 -2.30628 -0.34930 0.06 -0.41 0.46
H 2.65774 -4.74294 -5.35193 -0.24 -0.28 -0.02
H 3.48522 5.61798 2.18102 0.32 -0.30 -0.36
H 2.93425 0.00012 0.02599 0.08 -0.01 -0.10
H -3.22753 4.76735 0.94811 -0.10 0.25 0.50
H -2.09932 1.76134 5.66703 -0.32 -0.67 -0.50
H 0.54562 0.98469 -0.07352 0.30 -0.05 -0.55
H -0.23369 1.85939 4.12253 -0.52 -0.95 0.05
H -2.18506 3.28086 1.11254 0.00 0.93 -0.11
H -0.11115 7.71747 -3.53524 -0.01 -0.46 -0.51
C 1.71195 -4.63660 -4.80382 0.19 1.80 -0.29
N 2.26248 5.42313 -0.95026 -0.66 -0.28 -0.08
H -4.72971 -0.90493 1.22988 0.15 -0.13 0.13
H -0.57178 -5.26819 2.36267 -0.02 -0.21 -0.21
H 3.56776 6.72490 0.07835 0.03 -0.28 0.11
C -0.18461 -4.60456 1.58157 -1.13 -0.23 0.21
H -5.38177 -3.07632 -1.17195 -0.61 0.38 -0.05
H -3.10773 0.84036 -1.86479 -0.23 -0.29 -0.03
H 3.73793 1.53843 0.35933 0.44 -0.32 -0.27
H 0.57806 4.40619 -0.48604 0.11 0.02 0.01
H 2.49330 0.89377 2.22777 -0.54 -0.04 0.14
H 1.09035 -3.93539 -5.45395 0.53 -0.76 0.86
H -0.63036 -0.37627 5.35095 -0.04 0.20 0.07
C -1.16835 5.00393 0.20864 -0.40 -1.90 -0.01
C 3.40946 0.34860 2.04795 0.15 -0.85 0.23
C 1.01916 -5.95189 -4.68736 -0.88 -0.34 -0.79
H -3.61572 -3.63459 0.11220 0.45 0.29 0.91
H -4.36031 -1.91851 2.67229 0.30 1.03 -0.53
O -1.20643 -4.21964 0.66037 1.09 -0.34 0.42
H 0.32657 8.01165 -5.21431 0.03 -0.01 -0.31
H -0.57025 -7.38116 -3.07664 0.47 -0.33 1.13
O -0.36902 -5.77035 -4.37760 0.17 -0.18 -0.08
C -1.55999 -5.24377 -0.26296 -0.46 -0.30 1.02
H -2.05564 -6.69912 -3.78630 0.07 -0.30 0.02
H 2.30148 4.49146 3.77129 0.44 -0.29 0.17
H -4.89420 0.43350 -1.82285 0.34 0.50 0.09
H 2.82691 4.66234 -1.25731 0.74 -0.67 0.25
H -1.82664 -3.70371 -1.69578 1.10 0.98 -0.11
C 0.23073 7.22292 -4.47945 -1.19 -0.22 0.58
C 1.57514 -2.98796 -1.35040 -0.22 0.58 -1.11
O 4.94814 -0.23763 0.30812 -0.15 0.56 -0.39
O -2.74133 -1.43129 1.48406 -0.23 0.16 -0.53
C 0.17867 0.30944 5.61771 1.69 -0.04 0.03
H 0.26697 -2.94854 -3.09559 0.63 -0.43 0.25
H 2.08316 4.80537 -3.67286 0.76 -0.10 0.05
C -2.36739 -4.51779 -1.28608 -1.72 -0.44 -0.65
O -0.29754 4.00225 -0.35674 -0.03 1.03 0.28
H -0.91434 -7.71127 -4.75604 -0.31 -0.18 0.08

(2)
17
Properties=species:S:1:pos:R:3:forces:R:3 method="wB97M-V/def2-TZVPD" spin_multiplicity=1
N -1.04318 0.76569 -2.95652 2.51 0.49 0.37
H 2.08650 0.55940 0.53140 0.00 -1.10 1.40
H -0.05476 1.21453 -3.16960 -2.77 -1.18 0.88
H -1.12632 -0.13103 -3.46406 -0.01 0.63 0.73
H 0.35636 -1.12267 2.47037 -0.25 0.35 -0.20
C 1.94228 -0.05026 1.49884 0.42 2.43 0.03
H -1.07508 0.47748 1.29616 1.22 -0.84 -1.34
H -1.46554 -1.10173 0.63372 1.93 0.48 -0.20
H 1.99819 0.75458 2.37151 -0.01 -1.87 -1.70
C 0.63925 -0.84366 1.44313 1.07 -2.10 1.04
C -0.56374 -0.38369 0.69408 -1.62 0.65 1.65
O -1.35864 1.99375 -0.80066 -1.21 0.92 0.28
O -0.11214 0.03989 -0.63024 -1.91 -1.20 0.31
S -1.43178 0.67214 -1.29572 1.29 0.29 -3.78
O -2.58871 -0.17860 -1.29962 0.81 0.43 0.88
H 2.71853 -0.86022 1.57206 -0.24 1.48 0.19
H 1.07877 -1.80560 1.10516 -1.24 0.13 -0.56

(3)
84
Properties=species:S:1:pos:R:3:forces:R:3 method="wB97M-V/def2-TZVPD" spin_multiplicity=1 total_charge=-2
C -5.56828 0.67916 0.50632 0.00 -0.02 0.04
C 2.89115 4.17068 -2.01779 -0.04 0.38 0.13
H 4.73712 1.57464 2.27562 -0.01 0.04 0.02
H -6.45785 0.27727 0.96736 -0.05 -0.05 0.07
C -0.92429 -3.96512 1.04718 0.20 -0.13 0.07
H 2.86191 1.88431 0.67494 0.02 0.02 -0.04
N 4.44206 -3.06789 -5.66926 0.11 -0.20 -0.36
C -0.23717 3.49394 0.65276 -0.32 0.84 0.21
H 2.43282 -3.36482 -5.84934 -0.14 0.02 0.04
C 2.34898 2.89850 -1.76296 0.03 -0.11 -0.06
H 2.74799 2.01866 -2.25151 0.04 -0.08 -0.11
H -6.40592 0.63912 -1.45651 -0.02 -0.05 -0.06
O -5.62105 -2.77962 -0.21101 0.17 0.22 0.04
C 3.19702 -2.90929 -5.22888 -0.17 -0.08 -0.11
C 0.76305 6.11465 0.31899 -0.14 0.22 0.18
H 3.70370 4.27760 -2.72307 0.01 -0.01 -0.03
C 3.04565 -1.33659 2.71460 -0.19 0.16 -0.34
C -2.48735 -1.81510 -1.40925 0.87 0.69 0.82
C 2.95770 0.96432 1.23181 -0.09 0.08 -0.17
C 1.90256 -3.35777 3.32411 0.33 0.26 0.10
C -0.75970 -2.83919 0.08047 -0.24 -0.07 -0.09
C -5.53457 0.87991 -0.86441 -0.01 0.03 -0.02
H -4.44391 -2.80707 2.44258 -0.12 0.00 0.01
H -0.68116 6.66299 1.78430 -0.01 0.02 -0.01
C 2.94280 -2.48232 3.52197 0.05 -0.35 0.34
N 2.06150 0.03679 0.98328 0.03 0.38 -0.33
H -1.21108 -0.42128 3.81895 -0.01 -0.01 0.08
O -4.03402 -4.60171 -0.39443 0.32 0.09 0.08
H -0.15072 -0.07543 1.73216 -0.14 0.04 0.07
H -4.35313 1.49940 -2.54654 0.05 0.01 -0.11
C -3.52584 -2.32432 2.13227 -0.21 -0.32 -0.90
C -2.74104 -1.67514 3.14417 0.66 0.42 0.15
O -1.67971 -0.53784 0.44141 -0.07 -0.82 -0.09
H 2.77071 6.24831 -1.49944 0.02 0.01 -0.01
C 0.98661 -3.19757 2.28916 0.06 0.43 -0.12
H 6.00619 -1.40845 -3.19858 0.04 0.01 0.00
C 3.87005 -1.66194 -3.30452 -0.12 0.15 0.21
C 0.84041 3.73379 -0.26278 0.09 0.65 0.12
N -3.58237 -2.46979 -1.70428 -1.30 -0.95 0.26
C 2.10774 -1.11685 1.66354 0.31 -0.43 0.71
C -1.23887 -0.19186 1.71284 0.02 0.82 -0.60
C -2.05612 -1.87017 0.10478 0.64 0.28 -0.83
C 2.85506 -2.22742 -4.07977 0.02 0.05 0.05
C 5.40379 -2.52260 -4.93143 0.19 -0.02 -0.06
H -0.74636 -3.24193 -0.94492 -0.05 0.04 0.24
H -2.99022 -1.92735 4.16829 0.07 0.00 0.07
N -0.66616 2.21496 0.76348 -0.91 -1.83 0.38
H -1.75887 -4.62325 0.85576 -0.04 -0.19 0.06
C 2.38121 5.24798 -1.34559 0.08 -0.18 -0.14
N 0.39829 -2.02077 0.26079 0.16 0.55 -0.47
O -2.13117 2.17019 2.91940 -0.05 -0.38 -0.26
C 1.32388 5.06117 -0.43032 -0.09 -0.37 0.05
C -0.09640 -4.12259 2.07868 -0.22 -0.13 -0.27
C 4.03287 -0.34833 2.90693 -0.09 0.16 -0.16
H 1.78847 -4.21486 3.97655 -0.01 -0.09 0.07
C -0.76050 4.56620 1.36023 -0.02 -0.40 -0.05
C 3.99440 0.79722 2.15795 0.12 -0.18 0.23
C -1.72983 -0.81101 2.95210 -0.54 -0.28 0.35
H -2.34439 1.97041 -1.18057 0.06 0.03 -0.13
N 1.37268 2.69032 -0.92051 0.09 -0.29 -0.05
C 1.11915 -2.13042 1.36002 0.14 -0.44 0.13
O -1.73950 -1.23311 -2.18621 0.31 0.23 -0.09
C -0.60419 1.66345 -3.13369 0.16 0.15 -0.46
C -0.25445 5.85651 1.19965 0.26 0.33 -0.20
H 1.15282 7.11697 0.19257 0.01 0.05 -0.01
N 0.23908 0.87649 -2.90351 0.55 -0.68 0.02
H -4.43587 0.78782 2.33823 -0.05 -0.02 0.11
C -3.31170 1.42610 0.64147 0.49 0.25 0.29
C 5.18440 -1.82701 -3.76332 -0.24 0.07 0.11
H 1.81889 -2.12132 -3.77651 0.07 -0.04 -0.08
Se 3.50528 -0.74344 -1.69598 -0.01 0.04 0.16
S -1.79939 1.60103 1.61417 0.60 1.02 -0.06
S -4.23808 -3.16599 -0.40792 -0.49 -0.01 -0.23
O -1.38533 2.49418 -3.45965 -0.94 0.76 -0.07
C -3.20081 -2.38686 0.83722 -0.77 -0.25 0.19
H 4.80002 -0.50494 3.65783 -0.01 0.00 0.00
Cd 0.70145 -0.23242 -1.19878 0.46 -0.69 0.64
H -0.21625 -4.94345 2.77638 -0.04 -0.07 0.03
C -4.38895 1.36327 -1.47718 -0.04 0.06 -0.03
H 3.66344 -2.63801 4.31485 0.03 -0.01 0.03
C -4.44758 0.95286 1.27146 -0.06 0.06 0.20
H 6.41226 -2.65887 -5.31396 0.06 0.04 0.07
C -3.26171 1.63643 -0.72192 0.10 0.04 -0.03
H -1.56332 4.37547 2.05671 -0.03 0.05 0.05

(4)
11
Properties=species:S:1:pos:R:3:forces:R:3 method="wB97M-V/def2-TZVPD" spin_multiplicity=1
O -0.25611 -0.38980 0.11224 -0.17 0.11 -0.16
N 2.04832 -0.19873 0.57928 0.16 -0.22 -0.08
C -1.26466 -0.05470 -0.72800 -0.17 -0.30 0.44
C 0.97323 0.14601 -0.27705 0.17 0.09 -0.20
H 1.07282 0.20732 -1.35683 0.02 0.00 0.14
N 1.54236 1.19865 0.49697 -0.22 0.26 0.09
H -3.24319 -0.39860 -0.69166 0.14 -0.07 0.10
H 0.97765 1.30956 1.33901 0.06 -0.01 -0.06
N -2.37728 -0.55158 -0.20067 0.09 0.12 -0.20
H 2.92424 -0.18674 0.05859 -0.13 -0.10 0.06
H -2.39738 -1.08140 0.66813 0.04 0.11 -0.13

E for every record listed, in sequence, given in hartree: -2329.20107, -798.30829, -5740.84924, -318.60249.
Highest occupied orbital energy for every record listed, in sequence, given in Ha: -0.3059, -0.4001, -0.0738, -0.3377.
Energy relative to the best compared isomer or geometry (same formula, charge and spin) for every record listed, in sequence, given in eV: 0.7054, 2.5552, 4.3611, 4.0271.